Density functional theory data (ωB97M-V with the def2-TZVPD basis set) for a structure of composition C7H12Al2Br3Cl4F4ILiNO4PS in a non-equilibrium geometry.

```
41
C7H12Al2Br3Cl4F4ILiNO4PS (ωB97M-V with the def2-TZVPD basis set)
C 3.252 -1.180 -0.678
C 2.715 0.235 -0.723
Cl 3.445 1.095 0.672
C 1.171 0.330 -0.645
Cl 0.540 0.412 1.057
N 0.542 -0.712 -1.489
I 0.150 -2.509 -0.529
C -0.695 -0.192 -2.052
O -0.810 -0.067 -3.203
O -1.781 0.266 -1.189
P -3.098 -0.682 -1.056
O -2.982 -1.262 0.509
O -4.368 0.218 -0.963
S -3.272 -2.072 -2.338
H 2.977 -1.657 0.261
H 4.334 -1.164 -0.697
H 2.877 -1.802 -1.487
H 3.098 0.746 -1.597
H 0.887 1.290 -1.066
H -3.881 -1.545 0.825
H -4.497 0.587 -0.068
Cl 7.142 4.782 1.112
C 5.752 5.025 2.173
C 5.830 4.139 3.385
Cl 5.613 2.430 2.940
H 4.849 4.852 1.590
H 5.764 6.077 2.479
H 5.040 4.389 4.096
H 6.786 4.233 3.896
Li -1.587 1.790 0.895
C -4.567 -4.407 -5.330
Br -2.772 -4.064 -5.873
Br -5.478 -5.442 -6.632
Br -4.614 -5.299 -3.640
H -5.075 -3.458 -5.227
F -3.256 0.579 3.273
Al -4.385 -0.568 3.872
F -5.305 0.073 5.076
F -3.489 -1.911 4.372
F -5.289 -1.047 2.512
Al -1.563 -2.505 1.489
```

Calculated values
HOMO energy   -16.632 eV
Orbital gap   1.13 eV
Charge   +3
LUMO   -15.502 eV